Below is a structure of composition C18H18CdFNO6S at a distorted geometry, with properties calculated with the ωB97M-V functional and the def2-TZVPD basis.

CARTESIAN COORDINATES (ANGSTROEM)
C: -2.385 3.952 2.589
C: -1.375 3.840 1.619
C: -1.286 2.769 0.695
C: -2.425 1.935 0.535
C: -2.450 0.863 -0.342
C: -3.599 -0.013 -0.557
C: -4.524 -0.347 0.397
C: -1.283 0.624 -1.051
C: -0.146 1.429 -0.902
C: -0.104 2.519 -0.066
C: 1.132 3.401 0.033
C: 1.554 3.936 -1.323
O: 2.658 4.160 -1.618
F: 0.541 4.132 -2.166
C: 0.915 0.859 -1.801
O: 1.977 1.308 -2.108
N: 0.409 -0.356 -2.314
C: 1.209 -1.571 -2.196
C: 1.810 -1.796 -0.802
C: 2.375 -3.229 -0.713
C: 1.787 -4.088 0.421
S: 1.736 -3.281 2.012
O: 1.839 -4.257 3.112
O: 0.503 -2.566 2.082
O: 2.976 -2.357 2.184
C: -0.978 -0.429 -2.073
O: -1.725 -1.174 -2.639
H: -2.403 3.307 3.461
H: -3.111 4.750 2.463
H: -0.638 4.642 1.627
H: -3.325 2.119 1.107
H: -3.693 -0.450 -1.549
H: -4.681 -1.371 0.710
H: -5.160 0.424 0.830
H: 0.885 4.285 0.615
H: 1.958 2.907 0.529
H: 2.031 -1.514 -2.907
H: 0.585 -2.418 -2.471
H: 1.108 -1.551 -0.004
H: 2.659 -1.115 -0.709
H: 3.454 -3.225 -0.577
H: 2.199 -3.784 -1.633
H: 0.784 -4.462 0.224
H: 2.438 -4.958 0.544
H: 2.774 -1.514 1.735
Cd: 0.996 -6.335 2.993

Properties
Net charge: +2
HOMO (eV): -12.64
Total energy (eV): -50825.391
Max |F| (hartree/bohr): 0.0483

=====

Below is a structure of composition C2H3N2S2 at a distorted geometry, with properties calculated with the ωB97M-V functional and the def2-TZVPD basis.

CARTESIAN COORDINATES (ANGSTROEM)
C: -0.844 -0.551 0.040
C: -2.940 0.084 -0.033
N: -1.620 0.635 0.013
N: 0.474 -0.761 -0.024
S: -4.387 0.701 0.009
S: -2.108 -1.658 -0.008
H: -1.211 1.535 -0.182
H: 1.226 -0.223 0.364
H: 0.724 -1.687 -0.399

Properties
Net charge: +1
Relative energy (zero: lowest compared OMol25 entry of this formula, charge and spin) (kJ/mol): 55.0
HOMO (eV): -14.09
Total energy (eV): -26765.180
Max |F| (hartree/bohr): 0.0583

=====

Below is a structure of composition C44H37N6O7PSScSe at a distorted geometry, with properties calculated with the ωB97M-V functional and the def2-TZVPD basis.

CARTESIAN COORDINATES (ANGSTROEM)
Sc: -0.238 1.191 -0.029
O: -0.046 0.340 1.729
C: 0.295 0.574 2.970
C: -0.281 -0.172 4.015
C: 0.094 0.017 5.330
C: 1.061 0.966 5.660
C: 1.619 1.722 4.648
C: 1.256 1.548 3.312
C: 1.814 2.401 2.263
N: 1.402 2.494 1.018
C: 2.169 3.454 0.397
C: 3.080 3.939 1.274
N: 2.846 3.259 2.452
H: -1.042 -0.899 3.747
H: -0.371 -0.573 6.111
H: 1.351 1.127 6.690
H: 2.344 2.485 4.912
H: 1.979 3.735 -0.625
H: 3.858 4.677 1.174
H: 3.350 3.384 3.308
C: 3.367 -4.616 1.091
C: 3.403 -3.546 1.975
C: 3.195 -2.255 1.504
C: 2.968 -2.007 0.148
C: 2.947 -3.088 -0.730
C: 3.139 -4.383 -0.262
P: 2.662 -0.241 -0.299
C: 4.374 0.250 -0.790
C: 5.525 -0.456 -0.447
C: 6.785 0.019 -0.802
C: 6.915 1.207 -1.506
C: 5.775 1.924 -1.852
C: 4.522 1.453 -1.492
C: 1.796 -0.279 -1.922
C: 2.448 -0.661 -3.101
C: 1.735 -0.759 -4.286
C: 0.375 -0.454 -4.281
C: -0.245 -0.036 -3.114
C: 0.426 0.070 -1.885
H: 3.512 -5.628 1.451
H: 3.572 -3.719 3.033
H: 3.187 -1.420 2.201
H: 2.750 -2.922 -1.783
H: 3.099 -5.219 -0.954
H: 5.442 -1.392 0.093
H: 7.668 -0.547 -0.529
H: 7.896 1.569 -1.791
H: 5.864 2.853 -2.404
H: 3.634 2.009 -1.773
H: 3.511 -0.876 -3.090
H: 2.231 -1.054 -5.203
H: -0.196 -0.515 -5.204
H: -1.290 0.259 -3.172
O: -3.726 4.893 2.676
C: -4.814 4.083 2.280
N: -4.341 2.799 1.795
C: -5.161 1.750 1.565
O: -6.343 1.711 1.883
C: -4.473 0.666 0.787
C: -5.080 0.114 -0.325
C: -4.319 -0.653 -1.189
C: -2.966 -0.779 -0.936
N: -2.377 -0.290 0.159
C: -3.143 0.371 1.020
H: -3.091 4.949 1.950
H: -5.404 4.574 1.505
H: -5.450 3.927 3.144
H: -3.410 2.780 1.392
H: -6.122 0.332 -0.529
H: -4.746 -1.077 -2.089
H: -2.315 -1.289 -1.633
H: -2.644 0.749 1.903
O: -2.792 2.216 -1.594
Se: -1.797 3.247 -0.833
O: -2.216 4.801 -0.910
O: -1.670 2.715 0.761
O: -0.244 2.899 -1.327
S: -1.894 -6.598 0.701
C: -1.222 -4.967 0.398
C: -1.053 -4.488 -0.894
C: -0.490 -3.231 -1.055
N: -0.126 -2.453 -0.038
C: -0.311 -2.912 1.196
C: -0.853 -4.165 1.467
C: -0.545 -7.567 0.041
C: -0.601 -8.099 -1.239
C: 0.489 -8.824 -1.704
N: 1.590 -9.047 -0.984
C: 1.625 -8.537 0.249
C: 0.591 -7.797 0.805
H: -1.336 -5.082 -1.755
H: -0.314 -2.823 -2.051
H: -0.001 -2.252 2.000
H: -0.967 -4.513 2.487
H: -1.476 -7.953 -1.860
H: 0.478 -9.245 -2.705
H: 2.528 -8.730 0.821
H: 0.668 -7.395 1.807

Properties
Net charge: -1
Relative energy (zero: lowest compared OMol25 entry of this formula, charge and spin) (kJ/mol): 111.1
HOMO (eV): -5.57
Total energy (eV): -175677.434
Max |F| (hartree/bohr): 0.0323

=====

Below is a structure of composition C44H31ClF3KN6O4S2, with properties calculated with the ωB97M-V functional and the def2-TZVPD basis.

CARTESIAN COORDINATES (ANGSTROEM)
K: -0.582 -0.242 -0.054
C: -0.499 -4.242 -0.337
C: -0.322 -4.675 -1.640
C: 0.665 -4.097 -2.423
C: 1.452 -3.097 -1.869
N: 1.292 -2.687 -0.616
C: 0.336 -3.230 0.124
C: 2.544 -2.408 -2.618
C: 3.177 -2.999 -3.709
C: 4.172 -2.293 -4.360
C: 4.513 -1.031 -3.908
C: 3.837 -0.521 -2.803
N: 2.875 -1.195 -2.178
C: 4.150 0.831 -2.259
C: 4.181 1.930 -3.101
C: 4.375 3.190 -2.547
C: 4.524 3.299 -1.180
C: 4.493 2.132 -0.424
N: 4.328 0.919 -0.935
H: -1.283 -4.629 0.299
H: -0.969 -5.438 -2.059
H: 0.792 -4.394 -3.456
H: 0.258 -2.836 1.131
H: 2.908 -3.997 -4.030
H: 4.688 -2.731 -5.208
H: 5.292 -0.449 -4.383
H: 3.997 1.806 -4.161
H: 4.355 4.075 -3.171
H: 4.576 4.258 -0.684
H: 4.573 2.194 0.656
Cl: -6.393 -2.322 -4.321
C: -4.783 -1.928 -3.727
C: -3.730 -2.837 -3.924
C: -2.477 -2.536 -3.477
C: -2.150 -1.304 -2.789
O: -0.967 -1.081 -2.430
C: -3.269 -0.410 -2.599
C: -3.213 0.871 -1.913
O: -2.304 1.385 -1.290
C: -4.545 -0.749 -3.083
H: -3.924 -3.775 -4.432
H: -1.656 -3.226 -3.628
H: -4.177 1.425 -1.993
H: -5.360 -0.049 -2.928
F: 1.424 6.559 -2.973
C: 1.597 5.885 -1.791
F: 0.819 6.531 -0.909
F: 2.881 6.141 -1.447
C: 1.296 4.425 -1.948
C: 0.936 3.966 -3.204
C: 0.688 2.621 -3.401
C: 0.829 1.789 -2.297
N: 1.168 2.197 -1.085
C: 1.394 3.521 -0.846
S: 1.818 4.007 0.740
H: 0.849 4.665 -4.026
H: 0.387 2.223 -4.360
H: 0.643 0.724 -2.414
C: -5.739 2.562 5.297
C: -4.960 1.512 4.548
C: -3.894 1.865 3.727
C: -3.154 0.900 3.063
C: -3.479 -0.441 3.213
C: -4.539 -0.812 4.027
C: -5.274 0.163 4.686
S: -2.514 -1.677 2.357
O: -2.872 -2.941 2.976
O: -2.833 -1.526 0.946
N: -1.036 -1.239 2.491
C: -0.234 -1.297 3.592
C: -0.586 -1.634 4.887
C: 0.368 -1.615 5.925
C: 1.672 -1.271 5.703
C: 2.083 -0.929 4.388
C: 3.409 -0.566 4.055
C: 3.727 -0.261 2.765
C: 2.716 -0.318 1.779
N: 1.480 -0.642 2.055
C: 1.145 -0.943 3.337
H: -5.596 3.547 4.852
H: -5.416 2.620 6.340
H: -6.807 2.338 5.296
H: -3.635 2.911 3.604
H: -2.318 1.183 2.436
H: -4.768 -1.863 4.139
H: -6.104 -0.128 5.322
H: -1.606 -1.927 5.097
H: 0.049 -1.880 6.927
H: 2.397 -1.257 6.509
H: 4.158 -0.533 4.840
H: 4.732 0.025 2.479
H: 2.946 -0.087 0.744

Properties
Net charge: -2
Relative energy (zero: lowest compared OMol25 entry of this formula, charge and spin) (kJ/mol): 67.8
HOMO (eV): -1.89
Total energy (eV): -121937.715
Max |F| (hartree/bohr): 0.0117

=====

How do the records compare in molecular weight? In the order shown, they have 507.82 119.19 948.77 903.45 g/mol.